(1)
17
Properties=species:S:1:pos:R:3:forces:R:3:lowdin_charge:R:1 method="wB97M-V/def2-TZVPD" de_lowest_kcal_mol=65.4 molar_mass_g_mol=116.21 homo_lumo_gap_ev=8.5646 total_charge=+1 e_lumo_ha=-0.1440
S 3.161 -0.090 -0.168 1.1 -0.5 -0.2 0.84
N 0.076 -2.248 0.183 2.8 -0.1 2.7 0.18
C 1.681 0.379 -0.182 -1.6 -4.7 0.1 -0.72
C -0.879 -0.001 0.129 0.2 0.3 1.2 -0.23
C -0.573 1.472 -0.078 2.3 -0.6 -0.6 -0.12
C 1.025 1.590 0.063 -2.1 2.8 0.7 -0.22
C 0.167 -0.890 -0.435 1.5 1.4 -2.8 -0.20
H -0.925 -0.200 1.212 0.0 0.1 0.0 0.14
H 0.412 -2.130 1.173 0.0 -0.1 -0.8 0.18
H 1.473 2.237 -0.695 -0.3 0.6 0.1 0.13
H -0.878 -2.501 0.368 -0.9 -0.7 -0.7 0.15
H -1.137 2.067 0.602 -0.1 0.5 0.6 0.11
H 1.379 2.015 1.048 -0.5 -0.4 -0.9 0.16
H 0.093 -1.123 -1.553 0.1 0.8 1.4 0.16
H -0.874 1.759 -1.082 0.1 0.1 -0.1 0.12
H 0.698 -3.037 -0.154 -1.2 1.2 -0.2 0.20
H -1.851 -0.138 -0.247 -1.4 -0.7 -0.6 0.11

***

(2)
40
Properties=species:S:1:pos:R:3:forces:R:3:lowdin_charge:R:1 method="wB97M-V/def2-TZVPD" molar_mass_g_mol=719.92 homo_lumo_gap_ev=5.5726 e_lumo_ha=-0.0199
I 2.349 2.414 -0.716 0.3 -0.4 0.1 0.97
I 3.444 -2.499 0.416 -0.5 -1.3 -2.7 0.71
I -0.044 -3.921 1.100 0.5 -0.3 0.2 0.85
Br 3.312 -0.588 2.285 0.1 1.7 6.2 0.07
O -1.908 1.099 3.053 0.6 -0.1 -0.5 0.17
O -0.049 0.200 2.237 -1.2 0.3 -1.9 0.06
N 0.979 -2.014 -1.987 -0.1 0.2 0.6 0.06
N -2.066 -1.978 1.834 0.0 1.6 -0.6 0.03
N 0.934 -0.418 0.020 -2.3 -1.4 0.4 -0.01
C -2.831 1.041 0.171 -0.3 0.1 -0.5 -0.04
C 0.157 -0.813 1.284 2.4 -2.2 2.7 -0.32
C 3.178 0.518 -0.233 -0.1 -1.3 -1.7 -0.86
C -1.507 3.246 -0.979 -0.2 -0.4 0.5 -0.08
C -1.681 1.574 0.779 0.3 -0.9 -0.5 -0.14
C -0.955 -1.862 0.959 -0.6 -0.5 -1.3 -0.68
C 4.713 0.452 -0.259 -0.3 1.4 -0.7 -0.25
C -1.022 2.667 0.204 -0.1 -0.2 0.2 -0.10
C -3.314 1.609 -1.013 0.4 0.6 -0.2 -0.07
C 2.399 -0.560 0.049 1.2 1.4 -1.7 -0.84
C -1.186 -1.762 -0.600 1.7 -1.6 1.1 -0.14
C -1.227 0.933 2.079 -1.1 0.6 1.4 -0.39
C -2.658 2.717 -1.581 0.4 0.1 0.3 -0.07
C 0.192 -1.193 -1.073 -2.0 2.2 -3.6 -0.33
H 5.091 1.416 -0.653 -0.2 -0.5 0.1 0.04
H -2.098 -1.291 -0.986 0.5 0.5 0.4 0.11
H 5.132 0.367 0.752 -0.3 -0.3 -0.4 0.02
H 0.916 -1.431 1.801 -0.2 0.6 -0.1 0.03
H -1.814 -2.340 2.744 -0.1 0.1 0.0 0.08
H 5.086 -0.322 -0.945 -0.2 0.0 0.4 0.05
H -0.140 -0.359 -1.738 0.2 0.0 0.7 0.15
H 0.316 -2.522 -2.571 0.1 -0.2 0.3 0.09
H -4.199 1.231 -1.534 0.3 0.0 0.4 0.11
H 0.566 0.531 -0.148 1.1 0.3 -0.1 0.07
H -1.154 -2.796 -0.971 -0.6 0.4 0.0 0.04
H -0.136 3.050 0.721 -0.4 0.0 -0.3 0.07
H 1.426 -1.360 -2.628 0.3 -0.3 0.2 0.09
H -3.038 3.187 -2.492 0.1 -0.3 0.3 0.11
H -2.827 -2.503 1.424 0.2 -0.1 0.1 0.09
H -3.370 0.182 0.586 0.4 0.4 0.1 0.12
H -0.965 4.100 -1.391 -0.3 -0.3 0.0 0.11